Below is an isolated molecule of C4H7NO, with properties calculated with ωB97M-V with the def2-TZVPD basis set.

```
13
Properties=species:S:1:pos:R:3:forces:R:3:mulliken_charge:R:1
C 1.32683 -0.91885 -0.24225 -0.3 -0.4 -0.2 -1.4087
C 0.21157 -0.21679 0.51004 0.3 0.1 0.0 0.3675
C -0.11515 1.23155 0.09272 0.1 0.7 -0.1 -0.5644
C -1.23235 -0.53321 0.08215 -0.3 -0.6 0.1 0.2770
H 2.30951 -0.49867 -0.04258 0.0 0.1 0.2 0.3580
H 1.33589 -1.98827 0.00391 0.1 0.3 0.0 0.3291
H 1.16417 -0.84020 -1.32197 0.0 0.0 0.1 0.3556
H 0.30821 -0.30906 1.59117 0.1 -0.1 0.0 0.3096
H -0.05135 2.01243 0.86520 -0.1 -0.3 -0.1 0.2645
H 0.42092 1.57131 -0.79277 0.2 0.0 0.0 0.2598
H -2.29696 1.24116 -0.56572 0.2 -0.1 0.1 0.1776
N -1.46496 0.77870 -0.22228 -0.5 -0.1 0.0 -0.0978
O -1.91634 -1.53009 0.04239 0.4 0.6 -0.1 -0.6279
```
Positions in Å, forces in eV/Å.

Summary:
* M: 85.1 g mol⁻¹
* HOMO: -9.723 eV
* calculated total energy: -7798.851 eV
* ΔE to the lowest compared entry with this formula, charge and spin: 0.793 eV
* total charge: 0
* structure (SMILES): C[C@H]1CNC1=O
* gap between HOMO and LUMO: 0.39367 Eh